Record 1
{
  "formula": "C4H3N6O3",
  "method": "wB97M-V/def2-TZVPD",
  "lumo_ha": [-0.261, -0.288],
  "de_lowest_kj_mol": 105.8,
  "mol_weight_g_mol": 183.11,
  "max_force_ha_per_bohr": 0.085,
  "spin_multiplicity": 1,
  "smiles": "N#C/N=C(/N=C=O)[N+](=O)C(=[NH2+])N[O-]",
  "total_charge": 1,
  "species": ["N", "C", "N", "C", "N", "C", "O", "N", "O", "C", "N", "N", "O", "H", "H", "H"],
  "xyz": [[-1.738798, -0.458245, -3.037269], [-1.805343, -0.178818, -1.909620], [-1.945421, 0.046308, -0.670349], [-1.209601, 0.198779, 0.359071], [-1.672872, 0.553714, 1.553128], [-1.319851, 0.813001, 2.692884], [-1.311288, 1.142028, 3.784670], [-0.010976, -0.608684, 0.422039], [-0.153028, -1.759136, 0.838690], [1.154906, -0.169307, -0.266222], [2.066648, -1.094755, -0.607241], [1.059916, 1.110712, -0.574775], [0.061316, 1.819487, -0.320559], [2.124725, -1.898647, 0.007236], [2.728548, -1.004758, -1.382465], [1.971120, 1.488320, -0.889217]],
  "atomic_forces_ev_per_a": [[0.099, 0.369, 0.649], [0.768, -1.323, -3.026], [-0.312, 1.798, 3.930], [-2.637, -1.652, -1.101], [-0.038, 0.474, 0.101], [-1.337, 0.258, -0.508], [0.814, -0.026, 0.750], [2.573, 0.461, -1.163], [0.547, -0.464, 0.093], [-2.070, -3.761, 0.898], [-0.283, 1.432, 0.268], [2.282, 0.943, -0.642], [0.692, 0.742, -0.186], [-0.088, -0.198, -0.267], [-0.298, 0.153, 0.556], [-0.710, 0.794, -0.352]]
}



Record 2
{
  "formula": "C6H12N",
  "method": "wB97M-V/def2-TZVPD",
  "lumo_ha": -0.147,
  "de_lowest_kj_mol": 179.4,
  "mol_weight_g_mol": 98.17,
  "max_force_ha_per_bohr": 0.067,
  "spin_multiplicity": 1,
  "smiles": "C=C[N+](C)=C(C)C",
  "total_charge": 1,
  "species": ["C", "C", "N", "C", "C", "C", "C", "H", "H", "H", "H", "H", "H", "H", "H", "H", "H", "H", "H"],
  "xyz": [[-0.451595, -2.430116, 0.180119], [-0.515487, -1.263600, 0.833105], [0.240302, -0.105754, 0.489246], [1.296959, 0.229708, 1.413403], [-0.113778, 0.597362, -0.518977], [0.545064, 1.883209, -0.699556], [-1.330130, 0.246749, -1.391480], [-0.950222, -3.352856, 0.516839], [0.241142, -2.589918, -0.760147], [-0.835099, -1.213226, 1.799157], [2.159802, 0.657600, 0.881867], [1.606166, -0.558977, 2.114204], [1.165746, 0.992642, 2.184410], [-0.161409, 2.688560, -0.471604], [0.623918, 1.946782, -1.723548], [1.448573, 2.036659, -0.118192], [-1.750886, -0.632297, -1.006951], [-1.021737, 0.003359, -2.405079], [-2.197331, 0.864116, -1.316813]],
  "atomic_forces_ev_per_a": [[1.556, -0.104, -1.496], [1.586, -2.591, -1.676], [-0.824, -0.993, 0.151], [2.244, 0.866, 1.348], [-1.488, 1.275, 0.041], [-0.482, 0.390, 1.131], [1.578, -0.688, 0.593], [0.166, 0.800, 0.040], [-1.696, 0.618, 1.812], [-1.533, 0.204, 2.420], [-0.123, -0.888, 0.066], [-0.193, -0.575, -1.181], [-1.373, 0.533, -0.479], [-0.114, -0.136, 0.257], [1.008, 0.678, -2.478], [-0.044, 0.092, -0.486], [-0.293, -1.512, 0.342], [-0.038, 0.481, -0.171], [0.065, 1.548, -0.231]]
}



Record 3
{
  "formula": "C6H8N",
  "method": "wB97M-V/def2-TZVPD",
  "lumo_ha": -0.208,
  "de_lowest_kj_mol": 310.9,
  "mol_weight_g_mol": 94.14,
  "max_force_ha_per_bohr": 0.107,
  "spin_multiplicity": 1,
  "smiles": "C=C1C=CC=[N+]1C",
  "total_charge": 1,
  "species": ["C", "C", "C", "C", "C", "N", "C", "H", "H", "H", "H", "H", "H", "H", "H"],
  "xyz": [[-1.218848, -1.010136, -1.265699], [-0.313436, -0.687388, -0.400388], [0.499486, -1.678582, 0.684098], [1.202196, -0.868083, 1.471653], [0.928475, 0.476945, 1.026801], [0.103450, 0.568673, 0.044888], [-0.306267, 1.783277, -0.640354], [-1.369870, -2.053760, -1.411933], [-1.850561, -0.544017, -1.857970], [0.170157, -2.660535, 0.581229], [1.846971, -0.954275, 2.356132], [1.393887, 1.219057, 1.525433], [-0.090521, 2.526603, 0.244569], [-1.339492, 1.812652, -0.888952], [0.344371, 2.069568, -1.469507]],
  "atomic_forces_ev_per_a": [[1.455, -3.284, 1.282], [3.057, -1.868, 4.187], [-2.398, 2.835, -3.113], [0.061, 0.617, 0.207], [-0.392, -2.806, -0.377], [-0.518, 0.180, -1.532], [1.882, 2.589, 3.073], [0.100, -0.935, 0.166], [-2.503, 3.298, -2.513], [0.330, -1.773, 0.454], [-0.435, -0.681, -0.593], [1.034, 3.112, 1.059], [-0.816, -0.592, -2.199], [-0.734, -0.264, -0.133], [-0.124, -0.429, 0.031]]
}